Entry 1:
DFT (ωB97M-V with the def2-TZVPD basis set) results for an isolated molecule of C11H17O5P.

Its total charge is 0. Its spin multiplicity is 1. For the total energy, the calculation gives -31212.30744 eV. The HOMO energy comes out at -8.9 eV. The energy above the lowest of the compared OMol25 structures with the same formula, charge and spin comes out at 0.000 eV. For the LUMO energy, the calculation gives 0.1 eV. As for the frontier orbital gap: 0.3323 Eh.

Structure (XYZ):
```
34
Properties=species:S:1:pos:R:3:forces:R:3:lowdin_charge:R:1
C 3.717071 -1.893598 -0.456627 -0.0989 0.0468 -0.0244 -0.048
C 2.260368 -1.541675 -0.300678 0.0424 -0.0889 0.1120 -0.268
C 1.534205 -1.950575 0.819002 -0.0170 0.0136 0.0112 -0.039
C 0.196338 -1.624360 0.956196 0.0472 -0.0584 0.0587 -0.021
C -0.482511 -0.873639 -0.002842 0.0481 0.0100 0.0386 -0.149
C -1.937674 -0.511150 0.174831 -0.0725 -0.1023 -0.0418 -0.357
C -2.145013 0.341037 1.434724 0.2511 -0.0759 -0.0032 -0.053
C -2.809123 -1.775527 0.207578 -0.2893 0.1659 0.0125 -0.057
C 0.251295 -0.481328 -1.110362 0.1042 0.0526 0.0251 -0.211
O -0.367761 0.258324 -2.113477 -0.0159 -0.2119 -0.1063 -0.017
C -0.088010 1.607691 -2.087113 -0.0549 0.2014 -0.1619 -0.211
O -0.799082 2.218455 -0.994032 0.1240 0.0826 -0.1507 -0.136
P 0.020063 3.153621 -0.015113 -0.1374 -0.0283 0.0999 0.321
O 0.742211 4.254668 -0.641576 -0.0095 -0.2227 0.0916 -0.224
O 0.967677 2.132544 0.780543 0.1497 0.4017 0.0097 -0.089
O -1.165851 3.522155 0.987547 0.1574 -0.0467 -0.0120 -0.090
C 1.595086 -0.807087 -1.264044 -0.1639 0.1011 -0.1082 0.032
H 4.097575 -1.546138 -1.416777 0.0171 -0.0196 0.0185 0.074
H 4.315688 -1.429655 0.329560 0.0011 -0.0426 -0.0011 0.082
H 3.864191 -2.973348 -0.402830 0.0320 0.0175 0.0240 0.081
H 2.020477 -2.536494 1.590744 0.0220 0.0032 -0.0155 0.112
H -0.342595 -1.961739 1.835260 0.0136 0.0023 -0.0086 0.117
H -2.243204 0.082604 -0.685882 0.1136 -0.0336 0.0198 0.126
H -1.324793 1.054437 1.553345 -0.2378 -0.0808 -0.0693 0.042
H -2.152622 -0.293632 2.324099 -0.0698 0.0308 0.0262 0.077
H -3.076276 0.904793 1.386218 -0.0426 -0.0607 0.0590 0.088
H -2.462364 -2.524908 -0.504326 0.0081 0.0293 0.0112 0.084
H -2.830610 -2.217711 1.206977 0.1266 -0.0810 -0.0640 0.074
H -3.842395 -1.526334 -0.049917 0.0361 -0.0229 0.0600 0.079
H -0.467746 2.035684 -3.012747 -0.0022 -0.0141 0.0637 0.148
H 0.984566 1.799906 -1.986866 -0.0091 0.0137 0.0345 0.133
H 0.760775 1.985140 1.706766 -0.0032 -0.2047 -0.0302 0.081
H -0.901963 3.592079 1.909655 -0.0559 0.2359 0.0094 0.090
H 2.112007 -0.474240 -2.157841 -0.0144 -0.0134 0.0119 0.130
```
Positions in Å, forces in eV/Å.

=====

Entry 2:
DFT (ωB97M-V with the def2-TZVPD basis set) results for C52H59FeN7O4SeSi as an isolated structure.

Its expectation value of S² is 8.76. Its total charge is +1. Its spin multiplicity is 6. For the total energy, the calculation gives -181114.64298 eV. The HOMO energy (spin up / spin down) comes out at -9.9 / -9.9 eV. The energy above the lowest of the compared OMol25 structures with the same formula, charge and spin comes out at 0.000 eV. For the LUMO energy (spin up / spin down), the calculation gives -2.6 / -3.7 eV. As for the frontier orbital gap (spin up / spin down): 0.2650 / 0.2266 Eh.

Structure (XYZ):
```
125
Properties=species:S:1:pos:R:3:forces:R:3:lowdin_charge:R:1
Fe -0.323183 -0.577238 -0.344572 0.0503 0.3660 0.2258 0.824
C 5.479914 6.981721 9.901898 -0.0143 0.0091 0.0045 -0.068
O 5.946886 5.730887 9.418590 0.0157 0.0110 0.0028 -0.068
C 5.255817 5.138144 8.423606 -0.0526 0.0237 -0.0321 -0.278
C 5.749792 3.908569 7.986258 0.0658 -0.0688 0.0171 0.009
C 5.104027 3.219633 6.983883 -0.0190 0.0143 -0.0122 -0.026
C 3.951059 3.738262 6.390693 -0.0494 -0.0433 -0.0832 -0.163
C 3.478667 4.974157 6.814738 0.0210 -0.0087 0.0336 -0.012
C 4.118102 5.674940 7.825045 -0.0277 0.0295 -0.0321 -0.001
C 3.239338 3.036672 5.319818 0.0243 0.0706 0.0150 -0.249
N 2.307147 3.565878 4.559767 -0.0312 -0.0152 -0.0821 0.192
C 1.943659 2.573180 3.689268 -0.0319 0.1145 0.0046 -0.167
C 2.657815 1.423911 3.925529 0.0184 -0.1175 -0.0387 -0.124
N 3.486860 1.732634 4.976109 0.0216 -0.0738 -0.0012 0.187
C 2.462840 0.220031 3.181625 0.1108 0.0559 0.1474 -0.057
C 3.096691 -1.009666 3.417235 -0.0351 0.0338 0.0436 0.025
C 2.743807 -2.099849 2.664636 -0.0070 -0.0056 -0.0331 -0.005
C 1.792567 -1.942684 1.653258 0.0290 0.0208 0.0784 -0.104
N 1.227758 -0.783250 1.384705 -0.1629 -0.1823 -0.1938 0.047
C 1.532389 0.285096 2.134404 -0.0036 -0.0718 0.0134 -0.142
C 0.829395 1.504915 1.824070 -0.0698 0.1102 -0.0663 -0.135
N 0.014971 1.488897 0.747896 -0.2341 -0.1580 -0.4246 0.066
C -0.686501 2.577499 0.479081 0.1107 0.1288 -0.0803 -0.134
C -0.632571 3.736851 1.259979 0.0396 -0.0350 0.0076 -0.015
C 0.222401 3.777754 2.330819 0.0048 -0.0074 0.0450 0.033
C 0.988994 2.642075 2.621368 0.0850 0.0730 0.0843 -0.062
H 6.164683 7.271125 10.692507 0.0081 -0.0016 0.0003 0.095
H 4.470789 6.894942 10.310400 -0.0010 -0.0147 0.0010 0.098
H 5.491746 7.739781 9.115969 0.0147 -0.0060 -0.0115 0.097
H 6.649414 3.521065 8.445292 -0.0192 -0.0061 0.0039 0.125
H 5.525165 2.279000 6.647706 0.0101 0.0027 0.0328 0.107
H 2.598728 5.384502 6.338246 -0.0054 0.0097 0.0320 0.115
H 3.728043 6.634617 8.130659 -0.0055 -0.0201 0.0132 0.106
H 4.122628 1.111332 5.443642 0.0066 0.0258 0.0291 0.152
H 3.843710 -1.096197 4.196616 -0.0212 -0.0335 0.0072 0.121
H 3.189772 -3.070246 2.831414 0.0035 0.0093 -0.0066 0.119
H 1.491388 -2.769306 1.032025 -0.0006 -0.0225 0.0129 0.078
H -1.299418 2.545914 -0.411551 -0.0448 -0.0371 0.0651 0.020
H -1.254116 4.581182 0.997190 0.0252 0.0071 -0.0257 0.112
H 0.326559 4.652566 2.959347 -0.0136 0.0117 -0.0274 0.127
O -2.013641 -2.356327 -1.211776 -0.2348 -0.3597 -0.0808 -0.116
H -1.142776 -2.757326 -1.375907 -0.0818 0.0026 0.1485 -0.004
H -2.392659 -2.824660 -0.455400 0.0569 0.0660 0.0144 0.067
O 0.881988 0.542463 -2.187890 0.1317 0.0103 0.2680 -0.167
H 1.036556 -0.180407 -2.819960 0.0144 0.0980 -0.0551 0.034
H 1.713358 1.028248 -2.116149 0.0166 -0.0871 -0.0171 0.080
N -2.522002 -1.273871 1.894683 0.0663 0.0229 0.0801 0.024
C -1.666199 -0.964000 1.181890 -0.1685 -0.0621 -0.1837 -0.298
C -4.901434 1.346742 -4.705212 0.1171 -0.0371 -0.0883 -0.095
C -4.020140 0.375002 -5.494808 -0.1355 0.0217 0.1425 -0.240
C -4.244374 -1.102854 -5.156290 0.0670 0.1448 0.0676 -0.176
C -3.531524 -1.587496 -3.897522 -0.0725 -0.0183 -0.0703 -0.158
N -4.106646 -1.066667 -2.660580 -0.0264 0.0313 -0.1270 -0.011
C -3.573365 -0.137164 -1.853568 0.0575 -0.0525 0.1984 -0.584
Se -1.892599 0.659872 -2.134498 0.0227 -0.1239 0.1240 0.887
N -4.389059 0.039759 -0.799016 0.0897 -0.0778 0.0559 0.023
C -4.228640 0.994085 0.298972 -0.1683 0.1309 0.0410 -0.146
C -5.326927 2.053857 0.309242 0.0302 0.0140 -0.2529 -0.172
C -5.344995 2.971910 -0.912168 0.1046 0.0393 0.1305 -0.241
C -4.095992 3.840114 -1.044956 -0.0622 -0.0355 -0.0441 -0.099
C -5.445065 -0.861995 -0.894514 0.0009 0.0974 0.0925 -0.129
C -6.491019 -1.156212 -0.026045 0.0176 0.0369 -0.0017 0.010
C -7.366847 -2.148267 -0.420143 -0.0049 -0.0208 -0.0540 -0.062
C -7.204505 -2.830163 -1.635918 -0.0060 0.0238 0.0544 -0.065
C -6.151339 -2.551927 -2.484461 0.0148 -0.0276 -0.0441 0.007
C -5.271000 -1.552667 -2.084404 -0.0073 -0.0160 -0.0824 -0.138
H -4.878033 2.337137 -5.160922 -0.0058 0.0062 0.0328 0.078
H -4.557468 1.457740 -3.676805 -0.0575 -0.0018 0.0139 0.028
H -5.940526 1.009971 -4.691867 0.0009 0.0144 0.0237 0.082
H -2.967964 0.624659 -5.327854 0.0150 0.0006 -0.1040 0.098
H -4.220452 0.513749 -6.558430 0.0321 -0.0097 -0.0116 0.107
H -3.863973 -1.714090 -5.978280 -0.0474 -0.0528 0.0120 0.112
H -5.317159 -1.301325 -5.072734 0.0070 -0.0555 -0.0756 0.109
H -2.485750 -1.286868 -3.920053 0.0129 -0.0282 0.0661 0.062
H -3.574023 -2.676124 -3.832542 0.0291 -0.0070 0.0675 0.132
H -3.247535 1.449354 0.190017 0.0487 -0.0736 -0.0139 0.070
H -4.227483 0.433580 1.231187 0.0532 -0.0801 -0.0055 0.102
H -5.181679 2.654785 1.210880 -0.0458 -0.0390 0.0339 0.123
H -6.301090 1.568085 0.391238 0.0039 0.0144 0.1173 0.101
H -6.218476 3.620764 -0.825717 -0.0363 -0.0342 -0.0650 0.111
H -5.482103 2.375936 -1.819034 -0.0513 0.0304 -0.0105 0.090
H -3.888314 4.359955 -0.105422 0.0131 0.0039 -0.0199 0.075
H -4.234099 4.593748 -1.820649 0.0365 0.0045 0.0070 0.078
H -3.221543 3.247745 -1.320949 -0.0086 0.0110 0.0218 0.018
H -6.602096 -0.648307 0.921648 -0.0156 -0.0092 -0.0121 0.118
H -8.193342 -2.412863 0.225325 0.0079 0.0082 -0.0047 0.111
H -7.915824 -3.597835 -1.908735 0.0138 -0.0040 0.0107 0.110
H -6.016035 -3.096901 -3.408957 -0.0028 0.0265 -0.0006 0.116
C 0.348046 -5.184688 -1.879180 0.0947 0.0221 0.0006 -0.081
C 1.769062 -4.665372 -1.613565 -0.0799 0.2667 0.0565 -0.593
C 2.738126 -5.345716 -2.590851 -0.0871 0.0085 0.0246 -0.079
C 2.168937 -5.006725 -0.172694 -0.0045 -0.0536 -0.0782 -0.088
Si 1.768754 -2.780997 -1.883839 0.3630 -0.1702 -0.2423 0.538
O 0.540507 -2.085909 -1.040975 0.2659 0.1369 0.0007 -0.420
C 3.442098 -2.003155 -1.437294 -0.1109 0.1460 0.1279 -0.203
C 3.468772 -0.780307 -0.754991 0.1491 -0.0928 -0.0985 -0.117
C 4.657876 -0.151822 -0.407725 -0.0507 0.0099 -0.0004 -0.073
C 5.870097 -0.740736 -0.733863 -0.0043 -0.0239 0.0238 -0.078
C 5.877239 -1.941436 -1.428373 0.0048 0.0017 -0.0238 -0.070
C 4.682589 -2.556919 -1.778104 -0.1065 -0.0042 -0.0212 -0.089
C 1.455682 -2.409529 -3.704133 -0.0574 0.2067 0.0410 -0.234
C 2.469349 -1.943959 -4.549203 -0.0669 -0.0008 -0.0419 -0.083
C 2.211964 -1.632518 -5.879786 0.0187 -0.0307 0.0397 -0.070
C 0.932977 -1.784154 -6.393571 -0.0042 0.0141 -0.0057 -0.072
C -0.092411 -2.233969 -5.571672 -0.0077 -0.0264 0.0512 -0.073
C 0.166656 -2.535973 -4.242558 0.0611 0.0495 0.0073 -0.095
H 0.298759 -6.258947 -1.675340 -0.0136 0.0122 -0.0132 0.093
H 0.055119 -5.030083 -2.919979 -0.0220 -0.0321 0.0101 0.078
H -0.385133 -4.693435 -1.233627 -0.0037 -0.0898 0.0106 0.067
H 2.575397 -6.428056 -2.577401 0.0010 0.0140 -0.0006 0.091
H 3.776436 -5.174038 -2.311575 0.0031 -0.0633 -0.0003 0.062
H 2.595477 -4.997797 -3.616800 0.0008 -0.0469 -0.0066 0.082
H 2.263944 -6.091334 -0.057865 -0.0092 0.0149 0.0173 0.092
H 1.410345 -4.671614 0.537997 -0.0135 -0.0768 0.0142 0.070
H 3.127636 -4.556465 0.101085 -0.0065 -0.0208 0.0025 0.079
H 2.535901 -0.318451 -0.474102 0.0161 0.0719 -0.0170 0.057
H 4.636032 0.796825 0.116675 0.0004 -0.0221 0.0193 0.105
H 6.802332 -0.270624 -0.448215 -0.0062 0.0200 -0.0414 0.106
H 6.818347 -2.398745 -1.706761 -0.0141 -0.0107 0.0113 0.108
H 4.726782 -3.479464 -2.340172 0.0391 0.0037 0.0126 0.087
H 3.474528 -1.817815 -4.162401 -0.0081 0.0151 -0.0146 0.098
H 3.011394 -1.268227 -6.512360 -0.0056 -0.0204 -0.0063 0.108
H 0.734007 -1.548808 -7.431285 -0.0042 0.0087 0.0126 0.108
H -1.094546 -2.349992 -5.967441 0.0120 0.0061 -0.0144 0.100
H -0.650956 -2.871308 -3.612122 -0.0019 0.0117 -0.0263 0.086
```
Positions in Å, forces in eV/Å.

=====

Q: What is the spin multiplicity in the second record?
A: 6

=====

Q: Which of these has the lowest spin multiplicity?
A: C11H17O5P

=====

Q: Which formula does entry 2 have?
A: C52H59FeN7O4SeSi

=====

Q: Which of these has the lowest total charge?
A: C11H17O5P